(1)
11
Properties=species:S:1:pos:R:3:forces:R:3 method="wB97M-V/def2-TZVPD" energy_ha=-819.8913 multiplicity=1 de_lowest_ev=1.276 lumo_ha=0.028 homo_lumo_gap_ev=9.2
S -1.185 -1.277 0.465 -0.735 0.773 0.701
P -2.012 0.668 -0.153 -0.991 -1.062 1.634
C 1.044 0.370 -0.032 -0.946 -1.215 -4.582
C 0.377 -0.979 -0.321 1.117 -2.033 -2.221
H 1.314 0.425 0.954 0.867 0.402 2.337
H 0.292 1.095 -0.330 0.518 0.723 0.334
H 0.101 -1.228 -1.487 1.302 1.076 2.569
H -1.576 0.462 -1.434 -0.077 -0.133 -1.296
H 1.133 -1.769 0.001 -1.268 0.604 -0.415
H 1.867 0.404 -0.801 -0.386 0.428 1.217
H -3.329 0.069 -0.270 0.600 0.440 -0.278

***

(2)
18
Properties=species:S:1:pos:R:3:forces:R:3 method="wB97M-V/def2-TZVPD" energy_ha=-381.1438 multiplicity=1 de_lowest_ev=3.855 lumo_ha=0.033 homo_lumo_gap_ev=9.5
O 2.260 0.721 -0.383 -0.250 -0.188 -0.527
N -0.902 -0.797 -0.027 1.596 -0.326 0.256
N 0.231 -0.275 -1.176 -1.909 0.076 -0.685
C -0.481 1.738 0.434 -0.166 -0.223 -0.124
C 1.275 -0.250 -0.204 -0.841 -0.013 2.232
C -2.306 -0.561 -0.284 0.034 0.197 -1.064
C -0.104 0.323 0.147 1.350 0.212 -0.074
C 1.827 -1.497 0.432 -0.018 0.178 -0.262
H -0.977 1.790 1.404 0.070 0.075 0.046
H 2.524 -1.970 -0.259 0.036 -0.074 -0.006
H 2.361 -1.237 1.344 0.018 -0.008 0.018
H -2.457 0.076 -1.162 -0.109 0.008 0.045
H -1.160 2.135 -0.322 -0.013 -0.002 0.002
H -2.773 -0.075 0.576 0.199 -0.049 0.063
H -2.785 -1.523 -0.459 -0.041 0.090 0.011
H 0.417 2.352 0.454 0.014 0.014 0.080
H 1.012 -2.180 0.656 0.019 0.003 0.021
H 2.040 1.232 -1.171 0.011 0.030 -0.032